# 1
The following is a DFT calculation (ωB97M-V/def2-TZVPD) of a molecular structure, C24H17AuN2O3.

```
! RIJCOSX wB97M-V def2-TZVPD def2/J DEFGRID3
* xyz -2 1
C -3.5305 -0.1711 -3.4483
H -4.2501 -0.6427 -2.7833
C 2.3477 -1.4338 -2.4569
C -1.6814 1.0236 -5.1036
C 2.1602 -0.5391 -1.4215
H 4.4453 -1.7209 3.2599
H 4.2309 -3.8689 -0.9818
C 2.6577 -0.0033 0.9519
C -1.5354 1.2418 -3.6937
H 1.9085 -1.2267 -3.4255
H -4.4667 -0.9256 -5.2333
H 2.0501 0.8875 0.8283
C -2.5049 0.5774 -2.8664
H 0.2353 2.3357 5.9136
C 2.7865 -0.8691 -0.1705
O -3.0950 0.0772 2.5682
C 3.6729 -2.9464 -1.1079
C 3.2420 -0.2958 2.1512
C -0.2994 2.0395 3.8493
Au 0.7890 0.9505 -1.6143
C -1.1564 1.4574 2.9184
C -2.4675 0.6313 -1.4134
C 3.0920 -2.6274 -2.3016
H 4.6926 -3.2676 1.3642
C -2.3662 0.4656 4.7744
C -0.8304 1.7124 1.4771
H -1.6389 0.8955 6.7284
C -1.5031 1.0609 5.6624
H -0.9373 1.4894 -5.7400
C 3.9935 -1.4855 2.3025
C 3.5384 -2.0621 -0.0090
C -3.6596 -0.3370 -4.8156
H -2.7590 0.1411 -6.7154
H 0.5087 2.6419 3.4500
C 4.1322 -2.3442 1.2509
H -2.4748 0.5948 1.0758
H -3.1758 -0.1676 5.1211
H 3.1120 0.3734 2.9928
O 0.1397 2.3718 1.1161
C -2.7011 0.2710 -5.6381
N -1.7291 1.1578 0.6221
N -1.5553 1.2143 -0.7334
C -0.4478 1.8684 5.2147
O -0.6177 1.9964 -3.2390
H -3.2841 0.1246 -0.8878
H 3.1905 -3.3031 -3.1459
C -2.2585 0.6370 3.3532
*
```

Calculated values
ΔE to the lowest compared entry with this formula, charge and spin: 16.8 kcal per mole
frontier orbital gap: 6.46 eV
E_LUMO: 4.95 eV


# 2
The following is a DFT calculation (ωB97M-V/def2-TZVPD) of a gas-phase ion, C8H14N3O2 (charge +1) in a non-equilibrium geometry.

```
! RIJCOSX wB97M-V def2-TZVPD def2/J DEFGRID3
* xyz 1 1
C 1.3419 1.8213 -0.1107
H -1.7442 2.1676 -1.0650
H 0.3846 3.3129 -1.2491
N -1.2479 1.1101 0.8713
H 1.4728 1.4281 0.8965
C 1.0952 -0.6099 -0.2520
C 0.2124 2.8470 -0.2461
C -0.4497 -0.7614 -0.1895
H -1.8150 3.0286 0.3140
H 1.5363 -0.6774 0.7396
C -0.0986 -3.0458 0.8492
O -0.7337 -5.4113 0.8534
C -1.2540 2.2757 -0.0600
H -2.2431 1.0154 1.2952
O -1.7822 -3.8384 -0.3842
N -0.7507 -2.1304 0.0966
H -1.1347 -0.4001 -0.9791
H 1.4505 -1.4979 -0.7508
H -0.5462 1.4430 1.5543
H 0.4615 3.4805 0.5626
C 1.5464 0.6384 -0.9514
N -1.7915 -2.5819 -0.5099
H 1.0621 0.7577 -1.9501
H 2.6286 0.4211 -1.1875
H 0.8127 -2.9874 1.3891
C -0.8153 -4.2597 0.5414
H 2.4020 2.4542 -0.0778
*
```

Calculated values
ΔE to the lowest compared entry with this formula, charge and spin: 155.5 kcal per mole
frontier orbital gap (spin up / spin down): 6.20 / 6.11 eV
E_LUMO (spin up / spin down): -6.37 / -6.34 eV


# 3
The following is a DFT calculation (ωB97M-V/def2-TZVPD) of 2 unconnected molecules or ions with the total composition C27H26BrN2O2 in a non-equilibrium geometry.

```
! RIJCOSX wB97M-V def2-TZVPD def2/J DEFGRID3
* xyz 1 1
C -1.9056 -0.1309 -0.7634
H 6.1659 5.3202 -0.8010
Br 2.0170 -3.2185 4.0622
N 1.4666 -2.6073 0.0343
C 2.8319 3.3641 -0.4265
C 1.5170 -2.5058 1.3573
H 2.3022 -6.2108 4.5478
H 0.8734 -5.9053 3.5484
H 2.6879 -0.0498 -2.1953
H 2.4977 -5.7909 -0.1725
C -0.9365 0.9004 -0.7228
H -0.7379 3.0249 -0.3931
O 5.1748 3.5840 -1.2011
C 2.2662 -4.7465 1.6812
H 0.8855 2.9631 0.2447
C 0.3834 0.6105 -1.1448
C -7.0897 3.9344 -2.2509
H 0.5179 -0.3716 -1.5702
C -2.6557 2.3752 0.1470
H 2.8701 4.3029 0.0949
C -5.5795 3.7893 -0.4081
C -1.3788 2.1724 -0.2896
C -3.6001 1.3405 0.1256
H 3.7512 -7.5573 1.9431
C -3.1905 0.0833 -0.3472
H 4.7612 1.2564 -2.2121
C 1.8244 -3.7827 -0.4585
H 1.7212 -7.4474 3.4274
H -2.9558 3.3444 0.5005
C -7.2757 2.5670 -2.2111
C -6.2443 4.5432 -1.3449
H 4.9538 4.8560 0.4052
C 5.1731 4.8880 -0.6632
H -7.5894 4.5230 -3.0010
H 4.5751 -6.5417 3.1347
C 3.8832 1.6388 -1.7235
C -5.7274 2.4020 -0.3750
C 2.2289 -4.8577 0.2929
C -6.6096 1.8091 -1.2792
C 1.5607 1.3968 -1.0782
H -7.9269 2.0926 -2.9262
C 3.9685 2.8984 -1.1065
C 1.9024 -3.5132 2.2075
H 4.4919 -6.0271 1.4501
H -4.9289 4.2607 0.3032
O -4.9510 1.5755 0.4837
H 1.7878 -3.8764 -1.5333
C 1.8533 -6.3766 3.5704
C 3.9478 -6.5310 2.2453
H 1.2515 -1.5483 1.7785
C 1.6802 2.6292 -0.3923
H -3.9230 -0.7017 -0.4124
H -6.7275 0.7418 -1.2530
H -1.6160 -1.0937 -1.1506
H -6.0925 5.6091 -1.3871
C 2.7264 0.9128 -1.7139
H 4.4452 5.5077 -1.1905
N 2.6969 -5.8254 2.5133
*
```

Calculated values
frontier orbital gap: 5.01 eV
E_LUMO: -5.26 eV


# 4
The following is a DFT calculation (ωB97M-V/def2-TZVPD) of 2 unconnected molecules or ions with the total composition C5H14N2O in a non-equilibrium geometry.

```
! RIJCOSX wB97M-V def2-TZVPD def2/J DEFGRID3
* xyz 0 1
H 1.4038 -2.0871 1.2706
H 1.5833 -3.3908 0.0790
H 2.0981 0.6384 -1.0662
H -0.1748 -0.8991 -0.5836
H -2.2198 1.1163 1.0548
N 0.7558 0.7313 1.7506
O 0.7737 -1.6314 -0.6294
H 1.3409 2.2375 -0.9056
H -1.9105 0.6597 -1.8992
N -0.6784 0.3899 -0.2004
H -1.6253 -0.5350 1.4491
H -1.2315 2.1611 -1.2140
H -0.2181 1.0396 -2.1648
H -0.0328 -2.9883 0.7114
C 1.6838 1.3575 -0.3577
C 0.5950 0.7322 0.4812
C -1.0280 1.1114 -1.4383
H -0.0403 0.3776 2.2715
C 0.9335 -2.5680 0.3999
H 2.5079 1.6832 0.2790
H -2.6548 -0.3035 0.0629
C -1.8616 0.1673 0.6493
*
```

Calculated values
ΔE to the lowest compared entry with this formula, charge and spin: 70.9 kcal per mole
frontier orbital gap: 9.41 eV
E_LUMO: 0.67 eV


# 5
The following is a DFT calculation (ωB97M-V/def2-TZVPD) of a molecular structure, C2H2O2Pb in a non-equilibrium geometry.

```
! RIJCOSX wB97M-V def2-TZVPD def2/J DEFGRID3
* xyz 1 2
O 0.8225 -0.9677 0.0995
O 0.2968 1.6084 -0.2275
C -0.6540 0.8542 -0.0827
C -0.4670 -0.6153 0.1079
H -1.1181 -0.9841 0.9207
Pb 2.3101 0.5011 0.1199
H -1.1904 -0.3966 -0.9379
*
```

Calculated values
ΔE to the lowest compared entry with this formula, charge and spin: 42.5 kcal per mole
frontier orbital gap (spin up / spin down): 7.91 / 8.88 eV
<S²>: 0.755
E_LUMO (spin up / spin down): -6.12 / -6.30 eV


# 6
The following is a DFT calculation (ωB97M-V/def2-TZVPD) of 2 unconnected molecules or ions with the total composition C5H8N5S in a non-equilibrium geometry.

```
! RIJCOSX wB97M-V def2-TZVPD def2/J DEFGRID3
* xyz 1 1
C 1.3272 -0.2070 1.3186
H 0.8865 0.5621 -2.0125
C -2.8845 -0.1775 1.4888
H 0.7960 1.6922 -0.6491
N -1.5365 -0.0860 1.2754
H 2.3591 0.9846 -1.1123
H 2.0687 0.5597 1.5701
H -3.2824 0.0344 2.4622
N 1.8534 -2.2216 0.6511
C -1.2711 -0.3530 0.0818
S -2.5167 -0.7821 -0.9794
C -3.5796 -0.5462 0.3784
H 0.4004 0.0090 1.8947
C 1.2847 0.7967 -1.0265
N 1.4756 -1.5616 -0.4365
H 1.3359 -2.0000 -1.3345
N 1.0308 -0.2924 -0.1206
N 1.8079 -1.5140 1.6480
H -4.6369 -0.6899 0.2666
*
```

Calculated values
ΔE to the lowest compared entry with this formula, charge and spin: 117.7 kcal per mole
frontier orbital gap (spin up / spin down): 7.38 / 7.89 eV
E_LUMO (spin up / spin down): -6.10 / -5.79 eV


# 7
The following is a DFT calculation (ωB97M-V/def2-TZVPD) of a single C8H15NO molecule in a non-equilibrium geometry.

```
! RIJCOSX wB97M-V def2-TZVPD def2/J DEFGRID3
* xyz 0 1
H 2.2174 1.9411 0.0654
C -0.8455 0.9044 -0.4827
H 1.6291 2.0570 -1.6660
C -1.2155 -0.5508 -0.8069
N 0.5708 0.7993 -0.4049
H -1.2055 1.5558 -1.2995
H 0.9024 -2.1045 1.1596
C -1.1754 1.5069 0.9499
H 2.1731 -1.3084 0.1371
H -0.3126 0.5963 2.7861
H -0.5949 -3.0627 -1.7032
H 0.8426 2.9624 -0.3213
C 0.5042 0.0166 0.8454
H -1.6254 -0.6355 -1.7990
H 0.6575 1.9047 2.1093
C 1.3266 2.0151 -0.5671
C 0.0337 1.0511 1.8872
O -0.2762 -2.8804 -0.8026
H -1.9349 -0.9542 -0.0222
C 1.1100 -1.3354 0.3889
C 0.0513 -1.5211 -0.8092
H -1.2723 2.5974 0.8514
H -2.1102 1.1640 1.3956
H 0.5939 -1.2959 -1.7534
H -0.4825 -0.4900 0.8820
*
```

Calculated values
ΔE to the lowest compared entry with this formula, charge and spin: 109.4 kcal per mole
frontier orbital gap: 9.18 eV
E_LUMO: 0.91 eV